Here is 10 unconnected molecules or ions with the total composition C90H200N10 in a non-equilibrium geometry from OMol25. Energies are from wB97M-V/def2-TZVPD.

```
300
Properties=species:S:1:pos:R:3
C 7.651 12.135 3.207
C 7.961 13.611 3.530
C 9.116 13.763 4.508
C 8.687 13.244 5.927
N 9.653 13.404 7.131
C 9.140 12.744 8.415
C 10.403 11.986 8.917
C 11.573 12.198 7.973
C 10.867 12.611 6.728
C 10.033 14.842 7.543
H 8.535 11.497 3.244
H 7.263 11.976 2.200
H 6.851 11.789 3.861
H 7.117 14.163 3.942
H 8.333 14.048 2.603
H 9.493 14.786 4.499
H 9.884 13.111 4.094
H 8.298 12.226 5.940
H 7.841 13.802 6.328
H 8.909 13.506 9.159
H 8.332 12.064 8.143
H 10.561 12.258 9.961
H 10.061 10.968 9.106
H 12.330 12.952 8.189
H 12.247 11.354 7.828
H 11.449 13.035 5.910
H 10.463 11.668 6.358
H 9.038 15.279 7.627
H 10.617 15.171 6.684
H 10.658 14.883 8.435
C -0.313 10.884 7.809
C -1.226 10.041 8.789
C -1.145 10.444 10.254
C -1.500 11.922 10.559
N -1.803 12.336 12.021
C -2.966 11.666 12.730
C -4.163 12.553 12.309
C -3.613 13.864 11.894
C -2.126 13.861 12.095
C -0.572 12.118 12.937
H 0.734 10.777 8.090
H -0.687 11.902 7.928
H -0.311 10.580 6.763
H -1.047 8.965 8.797
H -2.274 10.065 8.491
H -0.164 10.295 10.704
H -1.785 9.675 10.688
H -2.471 12.095 10.095
H -0.797 12.582 10.050
H -2.870 11.719 13.815
H -3.143 10.676 12.311
H -4.766 12.748 13.197
H -4.752 12.061 11.536
H -4.006 14.610 12.585
H -3.853 14.114 10.861
H -1.806 14.318 13.031
H -1.530 14.325 11.309
H 0.255 12.647 12.464
H -0.501 11.031 12.982
H -0.790 12.546 13.916
C -1.732 1.157 6.721
C -0.843 1.948 7.672
C -0.058 1.048 8.593
C 0.708 1.931 9.646
N 1.561 1.088 10.577
C 2.401 1.943 11.577
C 3.762 1.374 11.795
C 3.905 0.144 10.858
C 2.768 0.384 9.815
C 0.812 0.031 11.412
H -2.487 1.866 6.383
H -2.200 0.275 7.159
H -1.204 0.812 5.833
H -1.339 2.655 8.338
H -0.220 2.610 7.070
H 0.671 0.501 7.994
H -0.706 0.374 9.154
H 0.017 2.413 10.338
H 1.358 2.698 9.224
H 1.762 2.134 12.438
H 2.494 2.934 11.133
H 3.803 1.112 12.852
H 4.435 2.176 11.493
H 3.655 -0.786 11.370
H 4.868 0.008 10.366
H 2.353 -0.498 9.327
H 3.010 1.013 8.958
H -0.056 0.465 11.910
H 1.476 -0.361 12.182
H 0.504 -0.747 10.713
C 7.471 -9.564 -9.033
C 7.652 -10.942 -9.514
C 8.135 -11.121 -10.955
C 8.189 -12.584 -11.300
N 8.702 -12.972 -12.720
C 8.667 -14.495 -12.931
C 9.508 -14.869 -14.143
C 10.498 -13.697 -14.361
C 10.217 -12.831 -13.102
C 7.699 -12.320 -13.759
H 6.459 -9.476 -8.639
H 7.591 -8.829 -9.829
H 8.140 -9.363 -8.196
H 6.682 -11.427 -9.408
H 8.171 -11.568 -8.788
H 9.016 -10.506 -11.137
H 7.482 -10.620 -11.669
H 7.245 -13.117 -11.183
H 8.883 -13.071 -10.615
H 7.615 -14.777 -12.874
H 9.140 -14.915 -12.044
H 8.824 -14.938 -14.989
H 10.070 -15.769 -13.895
H 10.320 -13.162 -15.293
H 11.522 -14.070 -14.400
H 10.300 -11.753 -13.240
H 10.872 -13.133 -12.285
H 8.009 -11.309 -14.020
H 6.705 -12.501 -13.350
H 7.795 -12.764 -14.750
C -2.806 -16.526 -7.749
C -3.406 -15.534 -6.658
C -3.401 -14.052 -7.004
C -1.938 -13.531 -7.349
N -1.966 -12.058 -7.762
C -0.541 -11.604 -8.022
C -0.497 -10.892 -9.343
C -1.903 -10.734 -9.816
C -2.577 -11.906 -9.147
C -2.658 -11.114 -6.730
H -3.053 -16.179 -8.752
H -3.178 -17.545 -7.640
H -1.723 -16.629 -7.674
H -2.978 -15.747 -5.678
H -4.458 -15.793 -6.541
H -3.846 -13.552 -6.144
H -4.023 -13.765 -7.852
H -1.507 -14.054 -8.202
H -1.381 -13.651 -6.419
H -0.205 -10.913 -7.248
H 0.134 -12.459 -7.991
H -0.038 -9.929 -9.121
H 0.049 -11.432 -10.117
H -2.446 -9.850 -9.480
H -1.967 -10.816 -10.901
H -3.651 -11.734 -9.084
H -2.446 -12.866 -9.646
H -2.235 -11.162 -5.726
H -3.656 -11.553 -6.703
H -2.603 -10.058 -6.993
C -4.071 2.879 -6.551
C -4.370 1.888 -7.638
C -5.757 1.192 -7.521
C -5.965 0.267 -8.728
N -7.119 -0.807 -8.737
C -7.322 -1.444 -10.110
C -8.771 -1.999 -10.092
C -9.472 -1.033 -9.246
C -8.483 -0.178 -8.512
C -6.713 -1.841 -7.667
H -4.013 2.278 -5.643
H -4.850 3.636 -6.467
H -3.111 3.308 -6.838
H -3.553 1.167 -7.640
H -4.316 2.433 -8.580
H -6.422 2.036 -7.705
H -5.925 0.730 -6.548
H -5.110 -0.380 -8.922
H -6.171 0.869 -9.613
H -6.578 -2.236 -10.192
H -7.235 -0.640 -10.841
H -8.850 -2.992 -9.649
H -9.192 -2.109 -11.091
H -10.214 -1.354 -8.515
H -10.048 -0.375 -9.896
H -8.726 -0.172 -7.450
H -8.492 0.870 -8.811
H -6.407 -1.294 -6.775
H -5.901 -2.445 -8.071
H -7.532 -2.539 -7.490
C -8.807 -8.430 3.343
C -9.963 -7.439 2.865
C -10.473 -7.833 1.365
C -10.990 -6.676 0.505
N -11.221 -7.063 -0.999
C -11.927 -5.868 -1.801
C -12.694 -6.458 -2.951
C -12.926 -7.930 -2.636
C -12.297 -8.171 -1.312
C -9.895 -7.377 -1.809
H -8.511 -8.065 4.327
H -7.946 -8.334 2.681
H -9.156 -9.459 3.261
H -9.606 -6.418 3.001
H -10.801 -7.468 3.561
H -11.311 -8.531 1.347
H -9.707 -8.398 0.834
H -10.287 -5.844 0.534
H -11.966 -6.310 0.824
H -11.288 -5.063 -2.164
H -12.608 -5.340 -1.133
H -12.093 -6.337 -3.852
H -13.624 -5.915 -3.116
H -12.512 -8.619 -3.372
H -13.980 -8.205 -2.684
H -11.832 -9.144 -1.156
H -13.139 -8.164 -0.620
H -10.161 -7.437 -2.864
H -9.430 -8.263 -1.375
H -9.336 -6.476 -1.557
C 2.248 1.893 1.663
C 1.392 1.249 0.560
C 1.605 -0.271 0.655
C 0.763 -1.084 -0.371
N 1.174 -2.593 -0.491
C 0.019 -3.341 -1.237
C -0.856 -3.996 -0.212
C -0.241 -3.798 1.146
C 1.147 -3.255 0.885
C 2.647 -2.744 -1.096
H 3.265 2.018 1.293
H 2.266 1.356 2.611
H 2.020 2.952 1.789
H 1.820 1.592 -0.382
H 0.342 1.535 0.619
H 1.432 -0.498 1.707
H 2.670 -0.368 0.442
H 0.936 -0.666 -1.362
H -0.285 -1.117 -0.071
H 0.500 -4.018 -1.942
H -0.537 -2.520 -1.688
H -0.823 -5.047 -0.500
H -1.921 -3.787 -0.305
H -0.270 -4.676 1.792
H -0.821 -3.079 1.724
H 1.800 -4.115 0.739
H 1.635 -2.796 1.745
H 2.909 -3.800 -1.165
H 3.409 -2.349 -0.424
H 2.607 -2.254 -2.069
C -6.163 8.085 -1.432
C -6.842 6.742 -0.997
C -8.385 6.753 -1.247
C -8.629 6.362 -2.764
N -10.080 6.519 -3.244
C -10.462 8.002 -3.256
C -11.693 7.976 -4.150
C -11.494 6.870 -5.180
C -10.252 6.107 -4.762
C -11.046 5.722 -2.379
H -5.966 8.180 -2.500
H -5.192 8.265 -0.970
H -6.814 8.937 -1.236
H -6.598 6.610 0.057
H -6.534 5.809 -1.470
H -8.901 7.700 -1.087
H -8.838 5.955 -0.659
H -8.311 5.359 -3.049
H -7.974 6.908 -3.442
H -10.746 8.378 -2.273
H -9.654 8.583 -3.702
H -12.607 7.869 -3.566
H -11.701 8.952 -4.635
H -12.336 6.182 -5.267
H -11.183 7.255 -6.150
H -10.327 5.028 -4.902
H -9.309 6.472 -5.170
H -10.911 5.925 -1.316
H -10.889 4.657 -2.548
H -12.085 5.948 -2.615
C 9.140 -1.822 3.849
C 8.680 -0.870 4.902
C 9.850 0.197 5.182
C 9.933 1.296 4.029
N 11.339 1.956 3.978
C 11.866 2.564 5.282
C 12.680 3.822 4.856
C 11.967 4.329 3.677
C 11.341 3.162 2.992
C 12.377 0.830 3.527
H 8.728 -2.827 3.767
H 10.203 -2.000 4.010
H 9.092 -1.400 2.845
H 8.566 -1.340 5.878
H 7.746 -0.348 4.695
H 10.800 -0.289 5.403
H 9.541 0.720 6.087
H 9.190 2.066 4.239
H 9.838 0.887 3.024
H 12.449 1.765 5.740
H 11.055 2.803 5.969
H 13.702 3.667 4.511
H 12.812 4.497 5.702
H 12.589 4.944 3.026
H 11.247 5.022 4.113
H 11.721 2.887 2.008
H 10.293 3.388 2.793
H 12.590 0.059 4.266
H 13.316 1.372 3.414
H 12.071 0.353 2.595
```

## Properties
M, g mol⁻¹: 1422.660
HOMO, eV: -20.83
ΔE to the lowest compared entry with this formula, charge and spin, kJ/mol: 0.0
Net charge: +10